# 1
Below is a 2-piece molecular cluster, C7H12 overall, with properties calculated with wB97M-V/def2-TZVPD.

Atoms and positions in Å:
C: -0.557 0.915 1.502
C: -0.453 -0.540 1.295
C: 0.045 -1.692 1.616
C: -1.387 -1.701 1.163
H: -1.171 0.981 2.407
H: 0.403 1.404 1.690
H: -1.081 1.430 0.693
H: 0.845 -2.259 2.066
H: -1.649 -2.115 0.185
H: -2.207 -1.758 1.890
C: -0.255 -0.195 -1.795
C: 0.397 0.963 -1.819
C: 1.739 1.178 -1.183
H: -1.156 -0.356 -2.378
H: 0.116 -1.026 -1.199
H: 0.007 1.790 -2.413
H: 2.490 1.063 -1.973
H: 1.950 0.430 -0.410
H: 1.860 2.179 -0.756

Forces on the atoms, in the same order (eV/Å):
C 0.02 0.07 0.07
C 0.08 -0.31 0.35
C 0.04 0.34 -0.04
C -0.31 -0.15 -0.13
H 0.02 0.36 -0.06
H -0.11 -0.13 -0.04
H 0.11 -0.17 0.08
H -0.12 0.05 -0.05
H 0.04 0.20 0.07
H 0.21 -0.25 -0.05
C 0.08 0.13 -0.08
C -0.04 -0.21 -0.17
C 0.07 -0.03 0.01
H 0.02 0.08 0.17
H -0.04 0.08 -0.19
H 0.01 -0.12 0.05
H 0.08 0.11 0.18
H -0.08 0.10 -0.14
H -0.08 -0.16 -0.06

Values from the calculation:
Orbital gap   0.3704 Ha
Structure (SMILES)   CC1=CC1.C=CC
Energy   -7450.1677 eV

Here are the Mulliken charges for atoms 1 to 5, given in e: atom 1 (C): -1.17, atom 2 (C): 0.51, atom 3 (C): -0.44, atom 4 (C): -0.56, atom 5 (H): 0.41

=====

# 2
Below is one molecule with the formula C6H5ClN4O3 at a distorted geometry, with properties calculated with wB97M-V/def2-TZVPD.

Atoms and positions in Å:
C: -0.796 -1.085 0.013
C: 0.255 -1.895 0.416
C: -0.824 0.354 -0.172
C: 0.172 1.270 -0.015
C: 1.485 0.887 0.456
C: 2.194 -0.420 0.219
N: -0.117 -3.164 0.387
N: -1.342 -3.151 -0.069
N: -1.854 -1.887 -0.258
N: 2.876 -1.046 1.318
O: -3.037 -1.656 -0.587
O: 2.459 -0.709 2.395
O: 3.710 -1.842 0.993
Cl: 2.568 -0.942 -1.314
H: -1.750 0.653 -0.452
H: 0.094 2.364 -0.336
H: 2.240 1.588 0.178
H: 1.508 0.854 1.527
H: -1.815 -4.148 -0.069

Forces on the atoms, in the same order (eV/Å):
C 0.57 1.27 0.12
C 0.29 -0.45 -0.19
C 2.31 0.53 0.66
C -1.90 -0.63 -1.70
C 2.36 -1.06 1.12
C -3.90 -0.94 -1.03
N 2.18 1.39 0.24
N -1.90 -3.01 0.13
N 0.51 -1.02 0.30
N -0.73 0.44 -1.27
O 0.18 0.01 -0.11
O 0.78 -0.40 1.65
O 1.10 -0.85 1.02
Cl 0.64 0.17 -0.90
H -2.71 1.26 -1.04
H -0.41 -1.79 0.69
H 0.55 1.02 -0.32
H -0.28 0.64 0.87
H 0.37 3.39 -0.26

Values from the calculation:
Orbital gap (spin up / spin down)   0.2516 / 0.2488 Ha
Energy   -30917.5327 eV

Here are the Mulliken charges for atoms 1 to 5, given in e: atom 1 (C): 0.39, atom 2 (C): 0.24, atom 3 (C): -0.54, atom 4 (C): -0.55, atom 5 (C): -0.64

=====

# 3
Below is C19H15BrClN2O3V as an isolated structure, with properties calculated with wB97M-V/def2-TZVPD.

Atoms and positions in Å:
V: -0.184 0.414 -1.041
Br: 5.420 2.544 3.149
C: 4.174 2.062 1.840
C: 4.220 2.668 0.580
C: 3.309 2.329 -0.409
C: 2.345 1.390 -0.115
O: 1.404 1.032 -1.031
C: 2.283 0.758 1.132
C: 1.346 -0.291 1.370
N: 0.416 -0.709 0.558
C: -0.353 -1.866 0.881
C: -0.131 -2.743 1.909
C: -1.006 -3.829 2.112
C: -2.078 -4.027 1.289
C: -2.311 -3.146 0.207
C: -3.389 -3.281 -0.690
C: -3.534 -2.379 -1.712
C: -2.598 -1.357 -1.858
N: -1.557 -1.196 -1.042
C: -1.425 -2.074 0.004
C: 3.219 1.104 2.116
H: 4.980 3.408 0.374
H: 3.345 2.792 -1.386
H: 1.454 -0.808 2.320
H: 0.711 -2.638 2.579
H: -0.815 -4.507 2.931
H: -2.752 -4.858 1.446
H: -4.093 -4.094 -0.563
H: -4.351 -2.446 -2.416
H: -2.709 -0.657 -2.670
H: 3.193 0.625 3.086
C: -0.479 0.334 -3.028
H: -0.417 -0.660 -3.461
H: 0.356 0.966 -3.337
H: -1.426 0.836 -3.221
Cl: -0.147 3.910 -2.025
C: -1.086 4.058 -0.522
C: -0.835 2.851 0.336
O: -1.147 1.632 -0.371
O: -0.434 2.780 1.437
H: -2.143 4.123 -0.774
H: -0.771 4.946 0.017

Forces on the atoms, in the same order (eV/Å):
V -0.25 -0.13 -0.03
Br 0.02 0.01 0.01
C 0.02 0.03 -0.03
C -0.01 -0.05 0.07
C -0.03 0.02 -0.11
C 0.10 -0.03 0.04
O 0.14 0.08 0.07
C -0.09 -0.06 -0.02
C 0.03 -0.02 0.05
N 0.08 0.01 -0.12
C 0.03 0.00 0.04
C 0.02 -0.02 0.02
C 0.01 0.02 -0.01
C 0.00 0.01 0.00
C -0.01 -0.03 0.00
C -0.01 -0.01 0.01
C 0.00 0.00 -0.01
C 0.02 -0.01 0.02
N -0.02 0.07 0.05
C -0.02 0.04 -0.05
C 0.00 0.01 -0.01
H 0.00 0.00 0.01
H 0.00 0.00 0.00
H -0.01 0.00 0.00
H 0.00 0.00 0.00
H 0.00 0.00 0.00
H 0.00 0.00 0.00
H 0.00 0.00 0.00
H 0.00 0.00 0.00
H 0.00 0.01 -0.01
H -0.01 -0.01 0.00
C 0.11 -0.02 0.15
H -0.01 -0.02 0.03
H -0.01 0.01 -0.02
H 0.00 0.00 -0.01
Cl -0.03 0.05 0.03
C -0.06 -0.05 -0.05
C -0.03 -0.03 0.04
O -0.05 0.15 -0.15
O 0.04 -0.03 -0.02
H 0.01 0.00 -0.01
H 0.03 -0.01 0.02

Values from the calculation:
Orbital gap   0.2230 Ha
Total charge   +2
Energy   -137306.9115 eV

Here are the Mulliken charges for atoms 1 to 5, given in e: atom 1 (V): 0.77, atom 2 (Br): -0.09, atom 3 (C): -0.32, atom 4 (C): -0.36, atom 5 (C): -0.75

=====

# 4
Below is a 2-piece molecular cluster, C20H26N2O6 overall at a distorted geometry, with properties calculated with wB97M-V/def2-TZVPD.

Atoms and positions in Å:
C: -0.627 3.242 0.611
C: -0.295 3.315 -0.869
C: 0.877 2.790 -1.409
C: 1.991 2.202 -0.538
C: 1.981 0.671 -0.539
O: 0.689 0.158 -0.200
C: 1.062 2.817 -2.885
O: 2.105 2.319 -3.299
O: 0.123 3.357 -3.708
C: -1.003 3.916 -3.171
C: -1.915 4.492 -4.061
C: -3.083 5.096 -3.608
O: -3.955 5.644 -4.506
C: -3.345 5.137 -2.241
C: -2.445 4.564 -1.337
C: -1.266 3.937 -1.790
H: -0.024 2.510 1.148
H: -1.666 2.929 0.748
H: -0.486 4.223 1.075
H: 2.962 2.546 -0.910
H: 1.937 2.562 0.490
H: 2.270 0.299 -1.527
H: 2.721 0.315 0.183
H: 0.722 -0.808 -0.099
H: -1.706 4.468 -5.124
H: -4.733 5.998 -4.050
H: -4.243 5.618 -1.868
H: -2.682 4.625 -0.280
C: -0.564 -4.274 5.212
N: -0.634 -3.513 3.966
C: -0.011 -3.870 2.836
O: 0.633 -4.913 2.739
C: -0.165 -2.927 1.629
C: -1.201 -3.449 0.627
C: -0.361 -4.284 -0.340
C: 0.958 -3.515 -0.407
N: 1.084 -2.831 0.874
C: 2.214 -2.327 1.403
C: 3.518 -2.486 0.643
O: 2.220 -1.714 2.464
H: -0.902 -5.298 5.040
H: -1.189 -3.809 5.976
H: 0.470 -4.304 5.562
H: -1.125 -2.634 3.974
H: -0.463 -1.940 1.983
H: -1.980 -4.043 1.107
H: -1.643 -2.607 0.091
H: -0.832 -4.365 -1.320
H: -0.186 -5.274 0.083
H: 1.782 -4.210 -0.574
H: 0.917 -2.778 -1.209
H: 3.416 -2.085 -0.363
H: 4.304 -1.950 1.173
H: 3.773 -3.543 0.599

Forces on the atoms, in the same order (eV/Å):
C 0.09 -0.05 -0.39
C 1.33 -0.86 -0.73
C -2.16 1.30 1.04
C -0.51 -0.16 -0.61
C 0.21 -0.41 -0.12
O -0.16 0.16 0.07
C 2.36 -1.24 1.51
O -1.73 0.90 -0.78
O 0.14 -0.12 0.25
C -1.08 0.61 0.29
C 0.22 -0.09 -0.42
C 0.05 -0.07 0.40
O 0.16 -0.10 -0.07
C 0.53 -0.33 0.67
C -0.19 0.15 -0.98
C 0.33 -0.23 0.54
H 0.03 0.14 -0.24
H 0.05 0.16 -0.04
H -0.12 -0.04 0.03
H -0.15 -0.19 -0.15
H -0.29 0.05 -0.11
H 0.01 0.14 -0.03
H 0.03 0.06 0.05
H 0.25 0.50 0.02
H 0.00 -0.01 0.08
H 0.36 -0.16 -0.05
H 0.00 -0.01 -0.03
H 0.18 -0.11 -0.13
C 0.24 -0.12 -0.43
N -0.69 0.56 0.49
C 0.89 -0.96 -0.41
O -0.34 0.57 0.00
C -0.12 0.53 0.74
C 0.35 -0.24 -0.15
C 0.04 0.13 0.21
C 0.19 -0.46 -0.39
N -1.15 -0.62 -0.30
C 1.08 0.87 0.88
C -0.43 -0.10 -0.02
O -0.47 -0.36 -0.04
H 0.05 0.07 0.06
H 0.05 0.04 -0.23
H -0.09 -0.06 0.03
H 0.15 -0.03 0.03
H 0.13 0.10 0.11
H -0.02 0.20 -0.01
H -0.12 0.01 0.11
H 0.09 -0.14 0.04
H -0.04 0.04 -0.10
H 0.10 0.21 -0.08
H 0.17 -0.01 -0.24
H 0.11 -0.11 -0.21
H -0.21 -0.03 0.00
H 0.08 -0.08 -0.18

Values from the calculation:
Orbital gap   0.3176 Ha
Structure (SMILES)   Cc1c(CCO)c(=O)oc2cc(O)ccc12.CNC(=O)[C@@H]1CCCN1C(C)=O
Energy   -36428.1906 eV

Here are the Mulliken charges for atoms 1 to 5, given in e: atom 1 (C): -1.98, atom 2 (C): 1.41, atom 3 (C): 0.38, atom 4 (C): -1.82, atom 5 (C): -0.04

=====

# 5
Below is an isolated ion of composition C2H7N2O and charge +1 at a distorted geometry, with properties calculated with wB97M-V/def2-TZVPD.

Atoms and positions in Å:
C: 1.198 1.526 -0.004
N: 0.614 0.126 -0.126
N: -0.753 -0.095 0.119
C: -1.046 -1.579 0.123
O: -1.460 0.819 0.413
H: 2.221 1.333 0.008
H: 0.845 1.923 -1.000
H: 0.742 2.085 0.873
H: 1.082 -0.374 -0.833
H: -1.227 -1.956 -0.941
H: -2.021 -1.749 0.809
H: -0.195 -2.058 0.558

Forces on the atoms, in the same order (eV/Å):
C -4.19 -0.42 -1.09
N -2.74 2.20 2.52
N 3.72 0.45 -1.09
C -3.53 -0.31 0.32
O 0.45 -1.35 0.03
H 1.75 0.17 0.27
H 0.79 0.66 1.22
H 0.84 -0.81 -1.17
H 0.05 -1.72 -0.83
H 0.14 0.81 1.41
H 2.32 0.51 -1.80
H 0.40 -0.19 0.22

Values from the calculation:
Orbital gap (spin up / spin down)   0.3639 / 0.3639 Ha
Structure (SMILES)   CN[N+](C)=O
Total charge   +1
Energy   -7204.4182 eV

Here are the Mulliken charges for atoms 1 to 5, given in e: atom 1 (C): -0.62, atom 2 (N): -0.29, atom 3 (N): 0.80, atom 4 (C): -0.68, atom 5 (O): -0.39

=====

# 6
Below is one molecule with the formula C4H6O2 at a distorted geometry, with properties calculated with wB97M-V/def2-TZVPD.

Atoms and positions in Å:
C: -1.367 0.377 -0.766
C: 0.104 0.548 -0.386
O: 0.861 -0.654 -0.749
C: 1.211 -0.947 0.592
C: 0.514 0.300 1.062
O: 0.307 0.864 2.090
H: -1.442 0.077 -1.851
H: -1.826 -0.467 -0.234
H: -2.013 1.293 -0.558
H: 0.517 1.441 -0.844
H: 0.828 -1.916 0.921
H: 2.305 -0.916 0.723

Forces on the atoms, in the same order (eV/Å):
C -0.93 0.29 -0.42
C -0.53 -0.51 -0.60
O -0.44 0.53 -0.52
C 1.16 -0.51 0.24
C -0.80 0.34 0.12
O 0.18 -0.09 0.08
H 0.19 0.65 0.99
H 0.21 0.19 0.13
H 1.04 -1.08 -0.35
H 0.22 0.18 -0.04
H -0.08 0.10 0.20
H -0.24 -0.09 0.18

Values from the calculation:
Orbital gap   0.4002 Ha
Structure (SMILES)   C[C@@H]1OCC1=O
Energy   -8338.7638 eV

Here are the Mulliken charges for atoms 1 to 5, given in e: atom 1 (C): -1.15, atom 2 (C): 0.38, atom 3 (O): -0.42, atom 4 (C): -0.24, atom 5 (C): 0.32

=====

# 7
Below is C2H6N3O as an isolated structure at a distorted geometry, with properties calculated with wB97M-V/def2-TZVPD.

Atoms and positions in Å:
C: 1.370 0.619 0.943
C: -0.729 -0.378 -0.419
N: -1.258 0.217 -1.459
N: 0.268 1.010 0.311
N: -0.385 -1.453 0.039
O: 1.710 -0.584 1.225
H: 2.027 1.467 1.402
H: -1.229 1.222 -1.299
H: -2.053 -0.340 -1.793
H: -0.104 1.914 0.438
H: -0.722 -2.395 -0.138
H: 1.106 -1.300 0.750

Forces on the atoms, in the same order (eV/Å):
C -0.59 2.46 1.23
C 3.43 1.81 1.18
N -1.09 -0.12 0.44
N 0.41 -5.01 -0.40
N -0.25 -0.87 0.71
O -0.04 -0.48 -1.33
H -1.01 -1.75 -0.80
H -0.98 -0.31 -1.08
H 0.06 1.09 -0.56
H -0.03 1.23 0.06
H -0.27 0.39 -0.34
H 0.36 1.57 0.90

Values from the calculation:
Orbital gap   0.4447 Ha
Total charge   +1
Energy   -8680.6880 eV

Here are the Mulliken charges for atoms 1 to 5, given in e: atom 1 (C): 0.14, atom 2 (C): 0.61, atom 3 (N): -0.33, atom 4 (N): -0.35, atom 5 (N): -0.52